1:
Computed, not measured: a structure of composition C19H21NO10P3PdS, with ωB97M-V/def2-TZVPD.

Properties
Molar mass   654.78 g mol⁻¹
Net charge   -1
LUMO energy (alpha / beta)   0.17 / 0.26 eV
E_HOMO (alpha / beta)   -0.2081 / -0.2080 Eh

XYZ file:
```
56
C19H21NO10P3PdS | OMol25 | ωB97M-V/def2-TZVPD
Pd -0.1596 0.6737 -0.5604
O -0.4967 -3.2576 -2.4267
P -0.4342 -1.7124 -1.9909
O -1.3745 -0.8906 -2.8019
O -0.4980 -1.6568 -0.4906
O 1.1131 -1.3367 -2.4518
P 1.8885 -0.0095 -1.9467
O 3.2867 -0.0980 -2.7030
O 1.1047 1.2295 -2.3561
O 2.0692 -0.0851 -0.4491
H -0.6906 -3.3228 -3.3699
H 3.2273 0.3151 -3.5754
N 0.2981 0.2198 1.7305
C 0.3297 1.3826 2.5756
C 1.0911 2.4926 2.2368
C 1.0606 3.6276 3.0325
C 0.2744 3.6759 4.1865
C -0.4612 2.5481 4.5289
C -0.4358 1.4100 3.7254
S 0.1864 5.1688 5.1692
O -0.7739 6.0140 4.4651
O 1.5442 5.6823 5.1448
O -0.2815 4.7054 6.4658
H -0.1200 -0.5882 2.1631
H 1.1887 -0.0028 1.3018
H 1.7124 2.4592 1.3511
H 1.6557 4.4965 2.7736
H -1.0491 2.5743 5.4394
H -1.0187 0.5324 3.9977
C -3.4498 0.9227 -1.2404
P -1.9688 1.9203 -1.0570
C -1.5704 2.6266 -2.6565
C -0.7502 3.7536 -2.7053
C -0.3604 4.2728 -3.9280
C -0.7766 3.6574 -5.1038
C -1.5739 2.5215 -5.0553
C -1.9646 1.9964 -3.8310
C -2.4091 3.2816 0.0148
C -2.2348 3.1550 1.3951
C -2.6179 4.1870 2.2378
C -3.1743 5.3407 1.7046
C -3.3714 5.4583 0.3336
C -2.9870 4.4339 -0.5203
H -4.2030 1.5309 -1.7416
H -3.8006 0.6521 -0.2448
H -3.2106 0.0220 -1.8055
H -0.4172 4.2265 -1.7884
H 0.2740 5.1495 -3.9624
H -0.4655 4.0579 -6.0610
H -1.8811 2.0306 -5.9704
H -2.5408 1.0809 -3.7929
H -1.7688 2.2714 1.8140
H -2.4312 4.1240 3.3016
H -3.4229 6.1616 2.3668
H -3.8026 6.3623 -0.0793
H -3.1200 4.5387 -1.5898
```

2:
Computed, not measured: a structure of composition C19H21NO10P3PdS, with ωB97M-V/def2-TZVPD.

Properties
Molar mass   654.78 g mol⁻¹
Net charge   -1
LUMO energy   1.40 eV
E_HOMO   -0.2189 Eh

XYZ file:
```
56
C19H21NO10P3PdS | OMol25 | ωB97M-V/def2-TZVPD
Pd -1.3814 1.1152 -0.2704
O -3.8958 1.3707 -4.3969
P -3.1072 0.7931 -3.1185
O -3.1610 -0.6891 -3.1098
O -1.8279 1.5313 -2.9592
O -4.1663 1.3365 -1.9266
P -3.8093 1.6782 -0.4332
O -5.1960 2.1403 0.1788
O -3.2576 0.4527 0.3284
O -2.7724 2.7786 -0.3442
H -4.4998 0.6935 -4.7201
H -5.7325 1.3907 0.4619
N 0.1090 2.2523 -1.1173
C 1.3713 2.4929 -0.4698
C 1.3997 3.2089 0.7191
C 2.5963 3.3406 1.4038
C 3.7564 2.7518 0.9119
C 3.7227 2.0723 -0.2951
C 2.5289 1.9438 -0.9931
S 5.2641 2.8000 1.8904
O 5.0754 1.6877 2.8182
O 5.2398 4.1060 2.5231
O 6.3286 2.5926 0.9252
H 0.2043 1.8663 -2.0551
H -0.4460 3.0997 -1.2409
H 0.4825 3.6339 1.1125
H 2.6492 3.8943 2.3321
H 4.6425 1.6468 -0.6748
H 2.4952 1.4024 -1.9330
C 0.0219 -1.2896 -2.0141
P -0.4337 -0.9049 -0.3059
C -1.6652 -2.1297 0.1941
C -1.7739 -2.4520 1.5464
C -2.7381 -3.3496 1.9711
C -3.6026 -3.9248 1.0478
C -3.5072 -3.5907 -0.2940
C -2.5445 -2.6883 -0.7268
C 1.0225 -1.2998 0.6879
C 1.7394 -0.3098 1.3501
C 2.9218 -0.6183 2.0150
C 3.3709 -1.9293 2.0258
C 2.6451 -2.9309 1.3886
C 1.4761 -2.6210 0.7164
H 0.3218 -2.3349 -2.0975
H 0.8655 -0.6534 -2.2862
H -0.8245 -1.0722 -2.6683
H -1.0985 -2.0054 2.2663
H -2.8162 -3.5989 3.0215
H -4.3571 -4.6275 1.3794
H -4.1937 -4.0190 -1.0130
H -2.5237 -2.3825 -1.7646
H 1.3804 0.7106 1.3544
H 3.4983 0.1674 2.4934
H 4.2956 -2.1712 2.5341
H 2.9950 -3.9556 1.4104
H 0.9120 -3.4026 0.2202
```

Here are the energies relative to the best structure, in hartree: 1 0.0535; 2 0.0000.

1:
Computed, not measured: an isolated molecule of C27H30N2O3, with ωB97M-V/def2-TZVPD.

Properties
Structure (SMILES)   O=C(c1ccccc1)c1ccc(OC[C@@H](O)CN2CCN(Cc3ccccc3)CC2)cc1
Molar mass   430.55 g mol⁻¹
Net charge   0
LUMO energy   0.27 eV
E_HOMO   -0.3220 Eh

XYZ file:
```
62
C27H30N2O3 | OMol25 | ωB97M-V/def2-TZVPD
O -6.6160 -1.0752 -1.4877
C -5.6160 -1.0690 -0.7959
C -4.8436 0.1692 -0.5516
C -4.8948 1.1946 -1.4990
C -4.1940 2.3611 -1.3095
C -3.4323 2.5557 -0.1506
C -3.4141 1.5522 0.8162
C -4.1079 0.3750 0.6122
H -4.0950 -0.3821 1.3825
H -2.8688 1.6773 1.7381
O -2.8033 3.7549 -0.0759
C -1.8516 4.0358 0.9246
C -0.4255 3.6607 0.4908
O 0.4632 4.2598 1.4000
H 1.2895 3.7554 1.3318
C -0.1773 2.1449 0.4573
N 1.2446 1.9043 0.2676
C 1.6859 0.6322 0.8142
C 3.2027 0.5306 0.7069
N 3.5992 0.6102 -0.6851
C 3.1650 1.8783 -1.2338
C 1.6479 1.9859 -1.1267
H 1.3241 2.9428 -1.5393
H 1.1881 1.1749 -1.7171
H 3.4564 1.9268 -2.2857
H 3.6264 2.7312 -0.7026
C 5.0239 0.3856 -0.8569
C 5.3927 -1.0324 -0.5138
C 6.5057 -1.3196 0.2630
C 6.8375 -2.6313 0.5576
C 6.0539 -3.6687 0.0840
C 4.9383 -3.3896 -0.6887
C 4.6122 -2.0801 -0.9884
H 3.7432 -1.8510 -1.5860
H 4.3236 -4.1967 -1.0602
H 6.3109 -4.6917 0.3165
H 7.7079 -2.8423 1.1616
H 7.1189 -0.5126 0.6392
H 5.6260 1.0886 -0.2527
H 5.2601 0.5659 -1.9116
H 3.5346 -0.4277 1.1119
H 3.6620 1.3419 1.3016
H 1.3931 0.5784 1.8655
H 1.2317 -0.2165 0.2760
H -0.4569 1.7309 1.4295
H -0.7950 1.6679 -0.3191
H -0.2700 4.0801 -0.5175
H -1.8770 5.1207 1.0594
H -2.0921 3.5682 1.8828
H -4.2164 3.1533 -2.0410
H -5.4862 1.0445 -2.3896
C -5.1108 -2.3151 -0.1586
C -3.7483 -2.5846 -0.0536
C -3.3187 -3.7729 0.5084
C -4.2400 -4.6962 0.9763
C -5.5969 -4.4393 0.8639
C -6.0308 -3.2601 0.2886
H -7.0843 -3.0480 0.1827
H -6.3156 -5.1627 1.2195
H -3.8994 -5.6197 1.4210
H -2.2612 -3.9813 0.5815
H -3.0292 -1.8736 -0.4344
```

2:
Computed, not measured: an isolated molecule of C27H30N2O3, with ωB97M-V/def2-TZVPD.

Properties
Structure (SMILES)   COc1cccc(O)c1CN1CCC(C(=O)Nc2ccc(-c3cccc(C)c3)cc2)CC1
Molar mass   430.55 g mol⁻¹
Net charge   0
LUMO energy   0.56 eV
E_HOMO   -0.2947 Eh

XYZ file:
```
62
C27H30N2O3 | OMol25 | ωB97M-V/def2-TZVPD
C -1.0144 -2.3041 -3.2971
H -0.4552 -1.3786 -3.4710
O -1.7437 -2.2514 -2.0974
C -1.0581 -2.1175 -0.9186
C 0.3229 -2.0032 -0.8490
C 0.9455 -1.8981 0.3832
C 0.2060 -1.9333 1.5419
C -1.1822 -2.0465 1.4794
C -1.8400 -2.1118 0.2499
C -3.3546 -2.1234 0.1344
N -3.9824 -0.8038 0.0786
C -3.8107 -0.0435 1.3075
C -4.5274 1.3024 1.2411
H -4.3732 1.8304 2.1821
H -5.5960 1.1452 1.0902
C -3.9556 2.1240 0.0801
C -2.4959 2.4347 0.4352
O -2.1923 2.7956 1.5509
N -1.5916 2.2650 -0.5730
C -0.2270 1.9807 -0.4595
C 0.4405 1.5457 -1.6030
C 1.7653 1.1691 -1.5407
C 2.4606 1.2039 -0.3341
C 1.7876 1.6532 0.7994
C 0.4657 2.0450 0.7450
H -0.0391 2.3897 1.6316
H 2.3133 1.7148 1.7403
C 3.8606 0.7647 -0.2581
C 4.3055 0.0206 0.8322
C 5.6164 -0.4211 0.9205
C 6.5012 -0.1012 -0.1029
C 6.0763 0.6431 -1.1887
C 4.7647 1.0720 -1.2716
H 4.4438 1.6666 -2.1143
H 6.7735 0.8910 -1.9762
H 7.5267 -0.4374 -0.0464
C 6.0798 -1.2138 2.1055
H 6.6027 -0.5631 2.8071
H 6.7698 -1.9978 1.8001
H 5.2386 -1.6663 2.6250
H 3.6076 -0.2329 1.6178
H 2.2601 0.8146 -2.4333
H -0.0918 1.4929 -2.5444
H -1.9626 2.1119 -1.4994
C -4.2000 1.3059 -1.1873
C -3.5371 -0.0666 -1.0926
H -3.8034 -0.6619 -1.9703
H -2.4420 0.0463 -1.0861
H -3.8608 1.8221 -2.0898
H -5.2783 1.1649 -1.2871
H -4.4834 3.0827 0.0166
H -4.2470 -0.6286 2.1239
H -2.7480 0.1422 1.5375
H -3.8134 -2.6694 0.9665
H -3.6242 -2.6424 -0.7880
O -1.8316 -2.1073 2.6712
H -2.7833 -2.1754 2.5304
H 0.6671 -1.8746 2.5140
H 2.0190 -1.8004 0.4241
H 0.9257 -1.9917 -1.7415
H -1.7562 -2.4294 -4.0851
H -0.3236 -3.1528 -3.3139
```

Here are the energies relative to the best structure, in hartree: 1 0.0427; 2 0.0000.

1:
Computed, not measured: an isolated molecule of C2H6FN3, with ωB97M-V/def2-TZVPD.

Properties
Structure (SMILES)   [H]/N=C(/CF)NN
Molar mass   91.09 g mol⁻¹
Net charge   0
LUMO energy   0.97 eV
E_HOMO   -0.3509 Eh

XYZ file:
```
12
C2H6FN3 | OMol25 | ωB97M-V/def2-TZVPD
C 0.3479 0.6560 0.0794
C 0.9534 -0.6309 0.5063
H -1.4002 -1.1092 -0.6229
H -2.1974 -0.6933 0.8010
H -1.4877 1.5419 -0.5122
H 0.7055 2.4508 -0.2693
H 0.4881 -0.9109 1.3986
H 1.9636 -0.4373 0.6349
N -1.8960 -0.3744 -0.0865
N -1.1020 0.7711 0.1428
N 1.1975 1.5309 -0.2328
F 0.7471 -1.6094 -0.4120
```

2:
Computed, not measured: an isolated molecule of C2H6FN3, with ωB97M-V/def2-TZVPD.

Properties
Structure (SMILES)   [H]/N=C(/CF)NN
Molar mass   91.09 g mol⁻¹
Net charge   0
LUMO energy   0.78 eV
E_HOMO   -0.3451 Eh

XYZ file:
```
12
C2H6FN3 | OMol25 | ωB97M-V/def2-TZVPD
C 0.2459 0.5822 0.3912
C 1.2480 -0.5030 0.2523
H -0.6333 -0.9566 -1.7580
H -1.5985 -1.2242 -0.3001
H -1.3611 1.5008 -0.4635
H -0.3941 1.8188 1.8352
H 0.6368 -1.3644 0.5845
H 2.1771 -0.5672 0.8193
N -1.4477 -0.5479 -1.2876
N -0.8143 0.7009 -0.5828
N 0.4402 1.3310 1.5212
F 1.5010 -0.7705 -1.0117
```

Here are the energies relative to the best structure, in hartree: 1 0.0000; 2 0.0488.

1:
Computed, not measured: a cluster of 2 separate species, C3H10NO in total, with ωB97M-V/def2-TZVPD.

Properties
Molar mass   76.12 g mol⁻¹
Net charge   -1
LUMO energy   4.44 eV
E_HOMO   -0.0908 Eh

XYZ file:
```
15
C3H10NO | OMol25 | ωB97M-V/def2-TZVPD
C 2.1959 1.7655 -0.3013
H 1.4576 1.0688 0.1279
H 2.9689 1.2074 -0.8306
H 2.5999 2.3177 0.5437
H 1.7173 2.4663 -0.9837
C -1.0400 -2.0868 -0.1080
N -1.2642 -0.7184 -0.5966
C -1.3023 0.2440 0.5725
O -0.1666 0.3190 1.2711
H -0.3346 -2.0900 0.7289
H -0.6571 -2.6831 -0.9378
H -1.9775 -2.4976 0.2744
H -0.3909 -0.4359 -1.0369
H -2.1747 -0.0809 1.1860
H -1.6317 1.2040 0.0903
```

2:
Computed, not measured: a cluster of 2 separate species, C3H10NO in total, with ωB97M-V/def2-TZVPD.

Properties
Molar mass   76.12 g mol⁻¹
Net charge   -1
LUMO energy   4.52 eV
E_HOMO   -0.0960 Eh

XYZ file:
```
15
C3H10NO | OMol25 | ωB97M-V/def2-TZVPD
C -1.7205 1.2076 -1.3772
O -0.5603 1.5429 -0.7615
H -2.1025 0.1454 -1.2655
H -2.5839 1.8817 -1.1368
H -1.5774 1.1032 -2.4834
C 1.8827 0.1576 0.5254
N 0.6203 -0.5714 0.0818
C -0.0405 -1.4026 1.0597
H 1.7294 0.9548 1.2656
H 2.4773 -0.7006 0.9536
H 2.4814 0.4484 -0.3160
H -0.0171 0.2665 -0.3185
H -0.5480 -0.9437 1.9408
H 0.7517 -2.1094 1.3667
H -0.7926 -1.9805 0.4652
```

3:
Computed, not measured: a cluster of 2 separate species, C3H10NO in total, with ωB97M-V/def2-TZVPD.

Properties
Molar mass   76.12 g mol⁻¹
Net charge   -1
LUMO energy   4.30 eV
E_HOMO   -0.0989 Eh

XYZ file:
```
15
C3H10NO | OMol25 | ωB97M-V/def2-TZVPD
C 1.3034 2.3747 0.6592
O 0.3004 1.4718 1.0165
H 0.9162 3.0262 -0.3069
H 1.5738 2.9940 1.6216
H 2.1972 1.8975 0.2293
C -1.5611 -0.7372 -0.9236
N -0.3104 -0.6147 -0.2664
C 0.2449 -1.8645 0.0713
H -2.3533 -0.3459 -0.1268
H -1.6468 0.1277 -1.6304
H -1.7394 -1.8077 -1.3703
H -0.2180 0.2422 0.2911
H 1.0638 -1.6936 0.8302
H 0.5749 -2.4477 -0.8256
H -0.3455 -2.6226 0.7306
```

4:
Computed, not measured: a cluster of 2 separate species, C3H10NO in total, with ωB97M-V/def2-TZVPD.

Properties
Molar mass   76.12 g mol⁻¹
Net charge   -1
LUMO energy   4.39 eV
E_HOMO   -0.0957 Eh

XYZ file:
```
15
C3H10NO | OMol25 | ωB97M-V/def2-TZVPD
C -2.7594 -0.3611 0.1239
O -1.6395 0.3116 0.4887
H -2.9597 -1.2613 0.7584
H -3.6851 0.2617 0.1890
H -2.7456 -0.7358 -0.9304
C 1.3903 -1.0286 -0.1113
N 0.8369 0.2421 -0.5497
C 1.6127 1.3621 -0.0648
H 1.9871 -1.5118 -0.8934
H 2.0525 -0.9279 0.7645
H 0.5721 -1.6970 0.1584
H -0.1385 0.2939 -0.1383
H 1.6975 1.3958 1.0372
H 1.1487 2.3096 -0.3564
H 2.6301 1.3467 -0.4758
```

Here are the energies relative to the best structure, in hartree: 1 0.0000; 2 0.0333; 3 0.0615; 4 0.0127.